DFT (ωB97M-V/def2-TZVPD) results for C44H63N7O4Ti as an isolated structure at a distorted geometry.

Last column: Mulliken charge in e.
CARTESIAN COORDINATES (ANGSTROEM)
Ti -0.256591 -0.284658 0.248218  -1.739
O -3.901291 1.480342 0.035618  -0.414
C -2.879191 0.598642 0.238618  0.730
O -1.652991 0.979142 0.116918  1.494
C -3.082691 -0.720758 0.630718  -0.344
C -4.249091 -1.391658 1.096118  -1.340
C -4.113191 -2.470358 1.918318  -1.027
C -2.819191 -2.808858 2.398718  -0.823
C -1.737391 -2.182458 1.846918  -0.066
N -1.837091 -1.309558 0.818718  0.917
C -0.338691 -2.106458 2.397718  0.231
O 0.004209 -2.723058 3.389018  -0.638
O 0.363809 -1.253758 1.730018  1.340
H -4.707591 1.148842 0.452018  0.392
H -5.227791 -1.023358 0.822218  0.541
H -4.980491 -2.995558 2.282818  0.478
H -2.684791 -3.507358 3.206218  0.617
C 0.621409 1.207342 3.362318  -1.218
C -0.283691 2.077442 2.754618  1.311
C 0.189309 2.311142 1.410518  0.819
C 1.225409 1.323842 1.163918  -1.972
C 1.611909 0.821442 2.452218  0.869
C 2.956809 0.263742 2.818118  2.202
C 3.727709 -0.156658 1.560718  -2.133
C 2.824609 -0.880958 3.830118  -1.859
C 3.751709 1.402142 3.493118  -1.740
C 0.344009 3.628442 0.658018  1.656
C 0.877709 3.376442 -0.767282  -1.176
C 1.447709 4.392742 1.430518  -1.680
C -0.872491 4.554442 0.581118  -1.688
C -1.497191 2.602042 3.499618  1.923
C -1.135891 3.923942 4.197818  -1.768
C -2.729591 2.779042 2.593618  -0.890
C -1.912691 1.604342 4.594118  -2.106
H 0.581409 0.886142 4.386818  0.494
H 1.977609 1.470842 0.389818  0.436
H 3.098009 -0.739758 0.885518  0.266
H 4.608009 -0.735658 1.830418  0.440
H 4.070209 0.725242 1.021018  0.297
H 2.096609 -1.609958 3.498418  0.275
H 2.491209 -0.497358 4.790118  0.382
H 3.784909 -1.367958 3.977218  0.507
H 3.850909 2.254542 2.825518  0.319
H 4.748809 1.050742 3.749218  0.459
H 3.257209 1.735842 4.401718  0.341
H 1.965209 3.353242 -0.778382  0.415
H 0.569209 4.177242 -1.435282  0.492
H 0.518409 2.424242 -1.156582  -0.535
H 2.329909 3.768342 1.549218  0.292
H 1.112809 4.683642 2.421018  0.293
H 1.724209 5.288642 0.877818  0.492
H -1.685291 4.118142 0.011218  0.031
H -0.579891 5.483942 0.095618  0.599
H -1.239291 4.807442 1.567618  0.120
H -0.963291 4.725442 3.486618  0.278
H -0.232791 3.798542 4.790118  0.300
H -1.945791 4.224742 4.858218  0.591
H -2.456591 2.871042 1.551418  -0.125
H -3.302491 3.657642 2.884418  0.368
H -3.383291 1.913342 2.693018  0.263
H -1.188891 1.555442 5.400618  0.440
H -2.039591 0.606942 4.173218  0.380
H -2.859291 1.925342 5.023118  0.456
C 0.917309 -5.630758 -1.424182  -1.225
N 0.318809 -4.311758 -1.391982  0.747
C -0.364991 -3.955958 -2.604882  -0.994
C 0.652709 -3.383658 -0.451282  -2.366
N 0.792209 -2.080058 -0.758782  2.095
C 1.748409 -1.842658 -1.762382  0.153
C 2.821109 -2.726558 -1.825682  -0.019
C 3.904909 -2.553758 -2.680782  -1.407
C 3.971809 -1.445158 -3.469982  -0.986
C 2.921409 -0.508258 -3.459382  1.399
C 3.024709 0.606242 -4.315782  -1.237
C 2.032509 1.540242 -4.359082  -1.388
C 0.894009 1.356142 -3.583982  0.247
C 0.715909 0.253242 -2.756282  0.007
N -0.544691 0.163042 -2.128082  1.450
C -1.539691 0.473342 -2.960082  -2.009
N -2.599591 1.245342 -2.589682  1.434
C -2.387391 2.599242 -2.121782  -1.831
C -3.935791 1.030842 -3.100982  -1.287
N -1.590991 0.005642 -4.245382  0.550
C -2.056491 0.834842 -5.338782  -1.190
C -0.883391 -1.173958 -4.674582  -1.144
C 1.769209 -0.700958 -2.628082  -0.613
N 0.839709 -3.878258 0.796518  1.194
C 2.068209 -3.600158 1.514018  -1.123
C 0.103509 -5.017558 1.308718  -1.289
H 1.388809 -5.768758 -2.398482  0.404
H 0.172609 -6.418758 -1.288182  0.350
H 1.692009 -5.727058 -0.670182  0.376
H -0.954091 -4.813058 -2.930282  0.580
H 0.343209 -3.702658 -3.400382  0.348
H -1.025091 -3.116858 -2.381882  0.006
H 2.851309 -3.568958 -1.151082  0.475
H 4.690809 -3.292358 -2.685182  0.443
H 4.830209 -1.263758 -4.097382  0.478
H 3.899009 0.700042 -4.941182  0.461
H 2.111309 2.399142 -5.006082  0.517
H 0.111009 2.099542 -3.638382  0.480
H -1.431891 2.658542 -1.618982  0.491
H -3.177691 2.866342 -1.427382  0.413
H -2.410791 3.298642 -2.966982  0.470
H -4.046591 0.012842 -3.461682  0.358
H -4.199991 1.730342 -3.899282  0.399
H -4.626591 1.195342 -2.272782  0.257
H -2.245691 1.847442 -4.999782  0.327
H -2.961291 0.428442 -5.797982  0.348
H -1.276391 0.876742 -6.101182  0.410
H -0.869291 -1.880358 -3.855382  0.086
H 0.145809 -0.961858 -4.982482  0.260
H -1.419391 -1.610458 -5.517782  0.539
H 2.470309 -2.644858 1.194118  0.176
H 2.796709 -4.395458 1.314318  0.398
H 1.870909 -3.564158 2.582818  0.542
H -0.823591 -5.141458 0.754318  0.371
H -0.136191 -4.812558 2.354118  0.406
H 0.682209 -5.944758 1.272418  0.400

Forces on atoms 1 to 3 (eV/Å):
Ti 2.71 0.48 -1.39
O 1.07 -0.66 0.22
C -0.18 1.18 -0.54

Computed properties:
relative energy (zero: lowest compared OMol25 entry of this formula, charge and spin) = 73.13 kcal per mole
frontier orbital gap (spin up / spin down) = 4.84 / 4.41 eV
molar mass = 801.900 g/mol
strongest force on any atom = 3.29 eV/Å
highest occupied orbital energy (spin up / spin down) = -8.374 / -8.533 eV
energy = -88381.287 eV
⟨S²⟩ = 0.9280
spin multiplicity = 2
charge = +1